This record from the OMol25 dataset describes a structure of composition C27H19Cl3N5O5ReS in a non-equilibrium geometry. The level of theory is the ωB97M-V functional and the def2-TZVPD basis.

The geometry in ORCA input format:
```
! RIJCOSX wB97M-V def2-TZVPD def2/J DEFGRID3
* xyz 1 4
Re -14.596 3.608 11.023
Cl -21.197 1.321 11.240
C -19.506 1.584 11.101
C -18.894 2.811 11.315
C -17.533 2.937 10.993
Cl -16.839 4.559 11.049
C -16.775 1.892 10.496
O -15.500 2.089 10.112
C -17.380 0.633 10.353
Cl -16.582 -0.748 9.816
C -18.732 0.526 10.611
H -19.525 3.667 11.637
H -19.197 -0.440 10.482
N -14.170 5.250 12.138
C -14.121 6.226 12.772
C -14.001 7.340 13.558
C -14.096 7.236 14.958
C -13.971 8.357 15.744
C -13.752 9.603 15.150
C -13.698 9.712 13.759
C -13.798 8.605 12.947
H -14.329 6.258 15.402
H -14.071 8.193 16.792
H -13.733 10.470 15.827
H -13.562 10.685 13.301
H -13.756 8.666 11.865
C -10.524 4.408 17.612
C -11.614 3.823 16.702
C -11.506 3.943 15.338
C -12.452 3.362 14.471
C -13.573 2.713 15.010
C -13.687 2.558 16.402
C -12.716 3.109 17.213
S -14.879 1.832 14.049
O -15.903 1.518 14.990
O -15.324 2.627 12.896
N -14.263 0.328 13.659
C -13.652 -0.130 12.402
C -12.231 0.483 12.063
C -12.258 1.559 10.992
O -11.774 1.533 9.876
O -13.000 2.687 11.440
H -9.603 4.416 16.983
H -10.317 3.648 18.377
H -10.802 5.427 18.006
H -10.574 4.388 14.937
H -12.400 3.492 13.371
H -14.496 2.015 16.832
H -12.795 3.000 18.312
H -14.711 -0.380 14.252
H -14.378 0.038 11.583
H -13.691 -1.187 12.469
H -11.559 -0.276 11.672
H -11.734 0.854 12.949
N -14.022 4.441 9.459
C -13.478 5.103 8.618
C -12.928 5.616 7.487
C -13.608 5.689 6.260
N -14.146 5.738 5.217
C -11.709 6.330 7.586
N -10.657 6.824 7.743
*
```

Properties
* LUMO energy (spin up / spin down): -3.7046 / -5.0585 eV
* frontier orbital gap (spin up / spin down): 0.26683 / 0.22955 Eh
* max |F|: 3.80 eV/Å
* calculated total energy: -96518.756 eV

---

This record from the OMol25 dataset describes a structure of composition C27H19CrN6O6SSe. The level of theory is the ωB97M-V functional and the def2-TZVPD basis.

The geometry in ORCA input format:
```
! RIJCOSX wB97M-V def2-TZVPD def2/J DEFGRID3
* xyz 0 4
Cr 0.434 -0.922 -0.136
C 3.979 1.309 -1.206
O 4.759 0.954 -0.064
C 4.174 0.569 1.102
C 4.917 0.810 2.241
C 4.463 0.459 3.513
C 3.236 -0.140 3.640
C 2.459 -0.409 2.500
C 1.203 -1.081 2.703
N 0.369 -1.399 1.778
N -0.804 -2.038 2.179
C -1.533 -2.298 1.135
O -1.182 -2.018 -0.090
C -2.843 -2.967 1.335
C -3.331 -3.220 2.615
C -4.558 -3.840 2.779
C -5.306 -4.214 1.669
C -4.823 -3.962 0.394
C -3.595 -3.338 0.226
C 2.916 -0.074 1.206
O 2.241 -0.379 0.119
H 4.680 1.801 -1.878
H 3.178 1.999 -0.944
H 3.554 0.432 -1.690
H 5.875 1.297 2.110
H 5.071 0.669 4.381
H 2.851 -0.420 4.613
H 0.919 -1.347 3.719
H -2.739 -2.924 3.470
H -4.934 -4.033 3.776
H -6.265 -4.699 1.800
H -5.404 -4.251 -0.473
H -3.208 -3.130 -0.761
O 1.557 4.230 -1.766
S 0.339 3.489 -1.902
O -0.258 3.384 -3.211
N 0.491 1.981 -1.279
C -0.370 1.783 -0.320
O -0.589 0.664 0.264
C -1.185 2.971 0.071
C -2.133 3.081 1.072
C -2.760 4.310 1.233
C -2.446 5.390 0.411
C -1.496 5.272 -0.598
C -0.882 4.046 -0.740
H -2.366 2.232 1.701
H -3.504 4.434 2.009
H -2.950 6.335 0.561
H -1.249 6.105 -1.241
Se 2.448 -3.816 -2.338
N 2.155 -3.257 -3.991
C 1.336 -2.228 -3.912
C 0.835 -1.417 -4.979
C 0.053 -0.365 -4.644
C -0.237 -0.059 -3.270
N 0.179 -0.783 -2.277
C 0.932 -1.875 -2.587
N 1.389 -2.602 -1.593
H 1.099 -1.645 -6.003
H -0.343 0.300 -5.398
H -0.795 0.838 -3.035
*
```

Properties
* LUMO energy (spin up / spin down): -2.0059 / -2.0228 eV
* frontier orbital gap (spin up / spin down): 0.21053 / 0.21260 Eh
* max |F|: 0.44 eV/Å
* calculated total energy: -154137.039 eV
* ΔE to the lowest compared entry with this formula, charge and spin: 0.00 kJ/mol